No. 1
A structure of composition C36H48CaN13O6PS2 in a non-equilibrium geometry, computed with ωB97M-V/def2-TZVPD.

```
! RIJCOSX wB97M-V def2-TZVPD def2/J DEFGRID3
* xyz 0 1
Ca -0.3762 0.2060 -0.2389
S -2.3621 -1.3725 -3.3389
S -1.7268 2.5103 -2.4838
P -2.4761 1.3458 2.9808
O -2.7841 -2.4544 -2.4761
O -1.2193 -2.1066 1.0239
O 0.9476 -0.5425 -1.8618
O 4.5685 -3.1690 -2.0530
O -1.5132 -1.7635 -4.4288
O 2.3565 -2.2135 2.0377
N 2.3394 3.2452 -1.8458
N 0.1064 0.6697 2.0967
N 1.2246 1.9362 -0.5595
N -2.8035 0.2135 0.4463
N -2.8441 3.9204 1.9650
N -1.3391 2.7544 0.8460
N 2.4650 3.6757 -0.5888
N -0.0965 0.7366 4.2933
N 2.6688 -1.9775 -1.9109
N 1.6393 -1.3246 0.1105
N 1.8028 2.8913 0.1552
N -1.7191 -0.1154 -2.5000
N -4.0215 -0.7669 2.0002
C -3.7700 4.3108 2.9892
C -1.5940 -4.3935 0.7817
C -3.8170 -0.4680 -3.9151
C -3.0687 0.1663 1.7357
C -0.7765 -2.6601 2.2568
C 1.2138 0.5005 4.0166
C 3.7132 -2.7203 0.1500
C -0.6584 0.7957 5.6125
C -2.2003 2.7261 1.8367
C -1.1152 -3.1356 0.0557
C 4.5393 3.5130 -2.9207
C -5.8140 1.3862 -4.2429
C 4.9694 -1.9825 0.6621
C 4.7813 2.0210 -2.7056
C 1.7070 -1.2482 -1.2016
C 4.9764 -0.5070 0.2779
C -2.3344 1.0065 -2.8051
C -2.3545 4.7288 0.9871
C 1.5537 2.1545 -1.8093
C 2.5856 -5.0087 0.0725
C 3.7127 -2.6619 -1.3628
C -0.7375 0.8342 3.0941
C 2.4974 -2.0712 0.8304
C -3.6214 0.8426 -3.5021
C 3.7965 -4.2074 0.5423
C -4.9792 -0.8658 -4.5314
C -4.6176 1.7920 -3.6730
C -1.4218 3.9892 0.3100
C -5.9866 0.0807 -4.6851
C 3.0279 3.8209 -2.9643
C -4.5513 -1.1451 3.2764
C -3.5927 -0.7141 -0.1373
C 1.3181 0.4711 2.6537
C 5.2249 4.3344 -1.8324
C -1.0244 -4.1842 2.1883
C -4.3532 -1.3386 0.8114
H -6.6281 2.0921 -4.3352
H -0.0856 -4.7199 2.3140
H -1.7246 -2.8617 -0.8058
H 2.8711 4.9024 -2.9489
H 2.4010 -4.8605 -0.9924
H 2.1911 0.3160 2.0595
H -1.2470 -5.3092 0.3071
H 6.2816 4.0835 -1.7833
H -3.2314 4.7307 3.8426
H 4.2829 1.4303 -3.4703
H 0.0021 1.3631 6.2672
H -4.3414 3.4454 3.3220
H 1.2540 1.5643 -2.6494
H -4.4529 5.0665 2.6035
H -4.1761 -0.4643 4.0434
H 1.6934 -4.7202 0.6260
H 2.7598 -6.0730 0.2306
H -2.7149 5.7308 0.8540
H 4.7716 4.1339 -0.8642
H 3.8857 -4.2782 1.6268
H -5.6439 -1.1089 3.2647
H 5.8921 -0.0247 0.6188
H 0.2875 -2.4405 2.4048
H 4.9525 3.7992 -3.8937
H -1.7139 -4.5253 2.9605
H -3.5889 -0.8934 -1.1902
H 5.1361 5.3986 -2.0392
H -0.8242 4.2809 -0.5318
H 5.8537 -2.4691 0.2475
H 2.5824 3.4062 -3.8710
H -4.2471 -2.1644 3.5254
H -0.7802 -0.2083 6.0278
H -1.3513 -2.1795 3.0589
H 4.9108 -0.3925 -0.8025
H 4.4172 1.7129 -1.7279
H 4.9974 -2.0765 1.7493
H -5.1131 -1.8828 -4.8676
H -1.6299 1.2879 5.5777
H -2.6841 -4.4061 0.8027
H 5.8448 1.8029 -2.7496
H -0.0694 -3.2460 -0.2596
H -6.9171 -0.2163 -5.1460
H -4.4604 2.8077 -3.3419
H 2.6033 -1.9281 -2.9218
H 4.1291 0.0117 0.7239
H 4.6955 -4.6220 0.0848
H -5.0763 -2.1247 0.7331
H 1.9396 0.3687 4.7938
*
```

Summary:
HOMO level: -7.79 eV
LUMO level: 0.317 eV
Energy above the lowest of the compared OMol25 structures with the same formula, charge and spin: 27.53 kcal per mole
Orbital gap: 0.298 Eh


No. 2
A structure of composition C13H48F2InNO17S2 in a non-equilibrium geometry, computed with ωB97M-V/def2-TZVPD.

```
! RIJCOSX wB97M-V def2-TZVPD def2/J DEFGRID3
* xyz 1 2
In -0.7692 -4.1683 0.5452
S 0.1603 -0.4381 -0.8740
S -2.0617 -0.2158 -0.3800
F 1.3409 -1.5273 -0.7150
F -3.2471 -1.0941 0.3413
O -0.3514 0.1165 -5.1846
O 0.0618 -0.2783 -2.3391
O -4.0649 1.8689 -5.4087
O 0.4946 -4.2880 -2.2808
O 2.3336 -4.5335 0.1998
O -2.3529 0.4669 3.3412
O -2.0068 5.7734 1.2118
O 0.7206 0.5961 -0.0041
O 3.3793 -2.2064 4.5274
O 1.2802 2.6964 1.5709
O -2.6584 -0.1754 -1.6994
O -2.0574 1.0198 0.4084
O -6.8626 1.8018 -0.6470
O 4.7553 1.6585 -1.6157
O 1.0674 -3.3453 2.8996
O -2.1425 -2.2845 2.7287
O 5.5438 -0.3283 -0.1640
N -1.0753 -1.3744 -0.1687
C -2.4353 -2.7809 4.0325
C 2.5704 2.7271 2.0535
C 2.3811 -1.3444 3.9953
C -3.8200 1.2087 -4.1941
C 0.3606 -3.2803 -3.3287
C -5.5194 1.7327 -0.1777
C 4.4803 -0.6160 0.7584
C 3.3494 -3.9415 -0.5703
C 3.3739 1.8135 -1.8467
C -2.8382 4.6222 1.2907
C 1.5225 -1.9932 2.7947
C -1.3044 1.3264 3.7190
C 1.0328 0.4655 -5.1374
H 2.7708 -0.3775 3.6770
H -4.7402 0.7257 -3.8655
H -0.3207 0.8588 3.6750
H 2.8148 0.8786 -1.8074
H 2.8760 -3.4486 -1.4195
H 3.6308 -0.8787 0.1280
H -3.1699 0.9489 3.4884
H 4.7417 -1.4457 1.4151
H 1.5907 -0.4265 -4.8526
H 1.7645 -1.0616 4.8485
H 3.1045 2.2162 -2.8232
H -2.0008 -1.3566 2.9299
H 2.1252 -1.9939 1.8865
H -3.6295 1.8787 -3.3557
H -4.9775 2.6783 -0.1687
H -1.4098 1.8902 4.6459
H -0.5729 0.0329 -4.2543
H -1.2612 2.0913 2.9437
H -5.4497 1.3451 0.8387
H -2.9887 -2.0746 4.6514
H 5.1100 2.5410 -1.4855
H 1.1852 -2.5675 -3.3319
H -4.9856 1.1203 -0.9044
H 2.7444 -4.9433 0.9646
H -7.3093 2.3617 -0.0078
H -2.9830 -3.7199 3.9529
H 1.1984 -4.8709 -2.5749
H 0.6857 -1.3884 2.4451
H 2.7541 1.9465 2.7917
H -3.2565 2.3069 -5.6848
H -3.5017 4.6202 0.4259
H 2.9618 2.5008 -1.1079
H -0.5678 -2.7450 -3.1299
H 1.4823 0.8141 -6.0672
H 4.2856 0.3316 1.2607
H 1.1533 1.9129 1.0308
H 3.8960 -3.1325 -0.0858
H 4.1175 -4.6552 -0.8682
H 0.2517 -3.7558 -4.3034
H -1.2417 5.5883 1.7615
H 3.2578 2.4494 1.2545
H 1.1587 1.1158 -4.2718
H 2.8046 3.6302 2.6171
H -1.4533 -3.0315 4.4338
H -3.3945 4.6841 2.2260
H -2.9792 0.5314 -4.3433
H -2.2216 3.7287 1.3887
H 5.3075 0.4650 -0.6502
*
```

Summary:
HOMO level (alpha / beta): -11.58 / -11.58 eV
LUMO level (alpha / beta): -4.154 / -9.597 eV
Orbital gap (alpha / beta): 0.273 / 0.073 Eh
<S²>: 1.76


Number 1: molecular weight 894.1 g mol⁻¹. Number 2: molecular weight 707.5 g mol⁻¹.